Record 1
87
Properties=species:S:1:pos:R:3:lowdin_charge:R:1 method="wB97M-V/def2-TZVPD" gap_ev=5.84 energy_ha=-1808.785195 largest_force_ev_per_a=1.9 e_homo_ev=-6.63 e_above_lowest_kj_mol=115.2
C 1.188 5.080 1.358 -0.122
C 0.650 4.186 0.241 -0.265
C 1.731 3.377 -0.484 -0.205
C 1.383 3.008 -1.931 -0.153
C 0.524 1.798 -2.185 -0.078
C -0.540 2.188 -3.157 -0.421
O -1.749 2.166 -2.926 0.038
O -0.084 2.751 -4.307 0.005
C -1.148 3.289 -5.141 -0.217
C -0.603 4.421 -5.968 -0.077
C 1.406 0.625 -2.327 -0.507
O 1.547 -0.117 -3.289 0.070
O 2.199 0.570 -1.213 -0.069
C 3.103 -0.537 -1.018 -0.219
C 4.408 0.021 -0.506 -0.072
H 0.354 5.509 1.921 0.064
H 1.819 4.518 2.055 0.071
H 1.770 5.920 0.961 0.072
H -0.081 3.473 0.648 0.100
H 0.113 4.801 -0.496 0.106
H 2.658 3.965 -0.535 0.113
H 1.957 2.447 0.050 0.098
H 0.913 3.876 -2.420 0.121
H 2.334 2.817 -2.468 0.134
H -1.513 2.462 -5.767 0.130
H -1.964 3.635 -4.495 0.119
H -1.365 4.737 -6.687 0.077
H -0.380 5.289 -5.339 0.078
H 0.302 4.138 -6.517 0.081
H 2.632 -1.208 -0.286 0.110
H 3.245 -1.071 -1.962 0.119
H 5.091 -0.800 -0.273 0.075
H 4.871 0.654 -1.278 0.087
H 4.270 0.619 0.406 0.078
C -1.139 -4.673 3.639 -0.014
N -0.840 -3.327 3.206 -0.036
C -0.825 -2.298 4.108 -0.365
O -0.982 -2.405 5.321 0.084
C -0.600 -1.012 3.314 -0.178
C 0.693 -0.274 3.682 -0.082
C 0.711 0.161 5.123 -0.235
C 1.868 0.018 5.894 -0.040
C 1.803 0.234 7.273 -0.079
C 0.602 0.666 7.856 -0.087
C -0.529 0.897 7.060 -0.071
C -0.458 0.680 5.685 -0.047
N -0.561 -1.479 1.935 0.010
C -0.438 -0.587 0.929 -0.005
C -0.525 -0.936 -0.402 -0.084
C -0.866 -0.089 -1.466 -0.013
C -1.327 -0.767 -2.678 -0.198
C -2.524 -0.465 -3.356 -0.012
C -2.924 -1.184 -4.475 -0.034
C -2.233 -2.337 -4.866 -0.273
C -2.700 -3.155 -6.033 -0.059
C -1.076 -2.696 -4.156 -0.029
C -0.604 -1.899 -3.123 -0.032
C -0.811 -2.927 1.798 -0.451
C 0.302 -3.719 1.084 0.005
C -2.160 -3.240 1.125 0.008
H -0.996 -4.734 4.721 0.097
H -2.179 -4.951 3.413 0.097
H -0.464 -5.380 3.146 0.091
H -1.484 -0.365 3.461 0.157
H 1.537 -0.955 3.474 0.136
H 0.790 0.606 3.022 0.121
H 2.797 -0.288 5.404 0.113
H 2.686 0.057 7.890 0.102
H 0.543 0.828 8.934 0.100
H -1.472 1.233 7.495 0.105
H -1.314 0.881 5.037 0.111
H -0.327 0.466 1.207 0.146
H -0.448 -1.995 -0.636 0.074
H -1.209 0.915 -1.235 0.104
H -3.142 0.351 -2.989 0.114
H -3.821 -0.867 -5.019 0.115
H -2.575 -4.228 -5.850 0.079
H -3.754 -2.957 -6.241 0.074
H -2.135 -2.898 -6.937 0.086
H -0.543 -3.615 -4.412 0.115
H 0.358 -2.146 -2.665 0.115
H 1.188 -3.771 1.727 0.098
H -0.057 -4.738 0.877 0.090
H 0.598 -3.264 0.138 0.066
H -2.990 -2.851 1.734 0.102
H -2.213 -2.792 0.125 0.081
H -2.271 -4.332 1.037 0.088

Record 2
65
Properties=species:S:1:pos:R:3:lowdin_spin:R:1 method="wB97M-V/def2-TZVPD" gap_ev="4.03 / 4.01" energy_ha=-1509.482321 largest_force_ev_per_a=0.3 e_homo_ev="-2.05 / -2.05" charge=-1 spin_multiplicity=2
Ba -0.193 0.912 -0.339 0.001
N 2.557 -0.944 -1.851 0.003
C 3.127 -0.690 -0.620 0.023
N 4.460 -0.786 -0.543 0.077
C 4.926 -0.553 0.701 0.030
N 6.282 -0.716 0.851 0.006
N 4.236 -0.211 1.763 0.074
C 2.887 -0.067 1.562 0.188
N 2.310 -0.326 0.347 0.075
C 2.075 0.398 2.622 0.112
C 2.619 0.611 3.923 0.069
C 1.812 1.051 4.933 0.039
C 0.447 1.288 4.682 0.137
C -0.010 1.073 3.392 0.004
N 0.748 0.660 2.381 0.139
H 3.182 -1.404 -2.494 0.001
H 1.637 -1.363 -1.819 0.000
H 6.825 -0.733 0.007 0.001
H 6.692 -0.328 1.681 0.000
H 3.666 0.402 4.088 0.005
H 2.224 1.201 5.925 0.000
H -0.234 1.615 5.455 0.010
H -1.059 1.244 3.160 -0.003
O 0.862 3.427 -0.996 0.002
N 1.888 3.337 -0.195 0.002
C 1.773 3.714 1.096 0.000
C 2.816 3.540 1.979 0.002
C 4.012 2.996 1.540 0.001
C 4.122 2.646 0.203 0.002
C 3.052 2.816 -0.645 -0.001
H 0.811 4.127 1.358 0.000
H 2.661 3.799 3.016 0.001
H 4.822 2.805 2.227 0.000
H 5.021 2.192 -0.188 0.001
H 3.044 2.538 -1.688 0.000
C -0.904 -3.431 -3.586 0.000
C -1.226 -2.491 -2.429 0.000
C -0.621 -3.036 -1.130 0.000
C -2.695 -2.189 -2.243 0.000
C -3.673 -3.045 -2.712 0.000
C -5.030 -2.798 -2.515 0.000
C -5.380 -1.642 -1.822 0.000
C -4.448 -0.742 -1.336 0.000
C -4.958 0.489 -0.610 0.000
C -4.507 0.539 0.853 0.000
C -4.596 1.783 -1.346 0.000
C -3.026 -0.964 -1.522 0.000
N -2.080 -0.144 -1.088 0.001
H 0.180 -3.519 -3.720 0.000
H -1.335 -3.074 -4.524 0.000
H -1.287 -4.439 -3.405 0.000
H -0.754 -1.517 -2.625 0.000
H -1.021 -4.031 -0.915 0.000
H -0.877 -2.379 -0.298 0.000
H 0.472 -3.134 -1.188 0.000
H -3.379 -3.943 -3.248 0.000
H -5.784 -3.483 -2.885 0.000
H -6.434 -1.426 -1.653 0.000
H -6.053 0.416 -0.604 0.000
H -3.417 0.524 0.890 0.000
H -4.878 -0.331 1.399 0.000
H -4.878 1.443 1.349 0.000
H -3.513 1.843 -1.456 0.000
H -4.955 2.663 -0.800 0.000
H -5.043 1.791 -2.343 0.000

Record 3
67
Properties=species:S:1:pos:R:3:nbo_charge:R:1 method="wB97M-V/def2-TZVPD" gap_ev="8.32 / 5.83" energy_ha=-5427.324807 largest_force_ev_per_a=0.3 e_homo_ev="-10.56 / -11.30" charge=+1 spin_multiplicity=5 e_above_lowest_kj_mol=0.0
Co -0.332 -0.711 -0.245 1.282
C -0.589 1.045 3.507 -0.676
C -1.215 1.668 2.301 0.280
C -1.809 2.957 2.399 -0.156
C -2.405 3.531 1.293 -0.182
C -2.402 2.844 0.096 -0.174
C -1.764 1.574 0.036 0.331
N -1.202 1.017 1.165 -0.505
N -1.622 0.820 -1.041 -0.854
Si -2.346 1.174 -2.656 1.770
C -1.812 2.876 -3.209 -1.141
C -4.193 1.037 -2.427 -1.130
C -1.742 -0.127 -3.829 -1.142
H 0.355 1.550 3.725 0.269
H -0.363 -0.004 3.335 0.245
H -1.234 1.155 4.380 0.231
H -1.789 3.470 3.351 0.235
H -2.866 4.507 1.361 0.242
H -2.851 3.263 -0.791 0.234
H -2.504 3.665 -2.913 0.240
H -1.751 2.895 -4.300 0.260
H -0.821 3.124 -2.826 0.258
H -4.620 1.917 -1.942 0.241
H -4.444 0.161 -1.824 0.242
H -4.689 0.923 -3.393 0.258
H -0.652 -0.139 -3.903 0.258
H -2.140 0.103 -4.821 0.255
H -2.087 -1.126 -3.566 0.242
Cl 1.967 -1.366 2.684 -0.420
Si 1.817 -0.372 0.851 0.665
Cl 2.229 1.633 1.336 -0.441
Cl 3.574 -0.961 -0.136 -0.424
C -5.422 -2.545 2.661 -0.615
C -4.706 -3.693 3.366 -0.228
C -4.697 -4.957 2.512 -0.613
C -3.299 -3.295 3.807 -0.213
N -2.426 -2.948 2.684 -0.171
C -2.255 -1.792 2.054 0.201
N -1.391 -1.983 1.084 -0.438
N -1.038 -3.288 1.134 -0.042
N -1.653 -3.871 2.088 -0.018
H -6.460 -2.810 2.465 0.234
H -4.961 -2.324 1.694 0.195
H -5.420 -1.634 3.264 0.208
H -5.238 -3.907 4.298 0.223
H -4.166 -4.796 1.571 0.205
H -5.717 -5.254 2.270 0.226
H -4.214 -5.787 3.029 0.224
H -2.803 -4.111 4.328 0.245
H -3.329 -2.429 4.468 0.220
H -2.736 -0.865 2.313 0.242
Cl 3.489 0.128 -3.770 -0.008
C 3.033 1.386 -2.627 -0.380
Cl 1.293 1.314 -2.233 -0.049
H 3.221 2.354 -3.074 0.233
H 3.579 1.242 -1.703 0.247
C 0.181 -4.264 -3.505 -0.126
C 1.230 -3.403 -3.234 -0.241
C 1.036 -2.380 -2.324 0.068
N -0.130 -2.187 -1.698 -0.582
C -1.140 -3.026 -1.963 0.050
C -1.030 -4.069 -2.856 -0.239
H 0.303 -5.077 -4.208 0.235
H 2.194 -3.516 -3.710 0.242
H 1.835 -1.691 -2.085 0.232
H -2.067 -2.845 -1.431 0.203
H -1.876 -4.718 -3.034 0.236

Record 4
10
Properties=species:S:1:pos:R:3:nbo_charge:R:1 method="wB97M-V/def2-TZVPD" gap_ev=9.95 energy_ha=-210.052500 largest_force_ev_per_a=2.5 smiles="C=NC#CC" e_homo_ev=-9.12 e_above_lowest_kj_mol=292.1
C 0.441 0.430 -0.016 -0.035
C -0.723 0.385 0.227 0.109
C -2.889 0.158 -0.473 -0.031
C 1.880 0.485 -0.161 -0.682
N -2.071 0.284 0.466 -0.415
H -3.952 -0.058 -0.186 0.179
H -2.504 -0.139 -1.443 0.157
H 1.877 1.581 -0.110 0.252
H 2.273 -0.030 -1.013 0.234
H 2.457 0.195 0.673 0.231

Record 5
131
Properties=species:S:1:pos:R:3:lowdin_charge:R:1 method="wB97M-V/def2-TZVPD" gap_ev=8.53 energy_ha=-5772.303855 largest_force_ev_per_a=4.8 smiles="CCCCCCCCCCCCCCCCCCCC[Si@](F)(Br)Cc1ccccc1C.O=C1OCCO1.O=C1OCCO1.O=C1OCCO1.O=C1OCCO1.O=C1OCCO1" e_homo_ev=-8.34
C -3.330 -0.601 4.597 -0.139
C -2.543 0.419 3.588 -0.239
C -3.552 0.887 2.433 -0.225
C -3.501 0.018 1.079 -0.202
C -2.813 -1.428 1.212 -0.195
C -3.605 -2.406 0.167 -0.216
C -3.250 -2.112 -1.369 -0.216
C -1.896 -2.857 -1.824 -0.195
C -2.155 -4.358 -2.383 -0.206
C -1.080 -4.779 -3.503 -0.214
C 0.441 -4.771 -2.981 -0.206
C 0.710 -5.818 -1.776 -0.207
C 1.828 -5.301 -0.720 -0.214
C 1.316 -5.376 0.807 -0.204
C 2.446 -4.871 1.859 -0.216
C 2.902 -6.110 2.774 -0.235
C 4.226 -5.859 3.641 -0.215
C 4.084 -4.700 4.755 -0.199
C 4.413 -3.225 4.207 -0.267
C 5.856 -2.653 4.708 -0.274
Si 5.600 -0.805 5.231 0.271
F 7.149 -0.111 5.488 -0.222
Br 4.336 -0.816 7.171 0.335
C 4.573 0.009 3.840 -0.256
C 4.933 1.532 3.522 -0.187
C 5.446 1.853 2.074 -0.036
C 5.792 3.280 1.598 -0.073
C 5.635 4.507 2.547 -0.046
C 5.147 4.184 4.007 -0.024
C 4.793 2.732 4.484 -0.177
C 4.260 2.527 5.978 -0.120
H -4.403 -0.815 4.224 0.076
H -3.329 -0.235 5.676 0.063
H -2.795 -1.627 4.540 0.061
H -2.325 1.351 4.240 0.101
H -1.553 -0.009 3.221 0.100
H -3.236 1.957 2.140 0.080
H -4.644 0.985 2.780 0.110
H -4.579 -0.086 0.693 0.107
H -2.932 0.606 0.265 0.110
H -1.731 -1.319 0.850 0.110
H -2.923 -1.926 2.230 0.094
H -4.732 -2.242 0.315 0.105
H -3.349 -3.492 0.434 0.106
H -4.127 -2.545 -1.991 0.104
H -3.215 -0.998 -1.610 0.097
H -1.426 -2.234 -2.659 0.112
H -1.233 -2.964 -0.901 0.100
H -2.198 -5.142 -1.553 0.097
H -3.183 -4.359 -2.910 0.107
H -1.382 -5.829 -3.887 0.117
H -1.206 -4.076 -4.408 0.086
H 1.194 -5.016 -3.814 0.107
H 0.752 -3.730 -2.582 0.102
H 1.126 -6.777 -2.269 0.107
H -0.251 -6.137 -1.239 0.098
H 2.750 -5.962 -0.863 0.107
H 2.128 -4.225 -1.016 0.108
H 0.384 -4.709 0.905 0.109
H 1.097 -6.476 1.039 0.108
H 3.371 -4.464 1.325 0.105
H 1.998 -4.073 2.556 0.111
H 2.001 -6.461 3.407 0.121
H 3.122 -6.984 2.046 0.113
H 4.434 -6.842 4.211 0.109
H 5.107 -5.707 2.930 0.114
H 4.806 -4.948 5.607 0.102
H 3.028 -4.757 5.184 0.112
H 3.562 -2.539 4.587 0.081
H 4.319 -3.239 3.069 0.090
H 6.326 -3.286 5.533 0.081
H 6.513 -2.620 3.764 0.087
H 3.443 -0.104 4.026 0.099
H 4.787 -0.600 2.877 0.089
H 5.563 0.979 1.350 0.086
H 6.128 3.428 0.522 0.070
H 5.873 5.566 2.184 0.080
H 5.071 5.100 4.697 0.093
H 3.831 3.505 6.404 0.082
H 5.098 2.123 6.654 0.067
H 3.373 1.794 5.934 0.059
C 0.676 -3.802 -8.439 -0.133
C -0.531 -4.562 -7.978 -0.128
O -0.823 -3.968 -6.721 0.037
C -0.287 -2.716 -6.735 -0.547
O -0.492 -1.884 -5.899 0.151
O 0.509 -2.532 -7.823 0.066
H 0.719 -3.705 -9.525 0.136
H 1.611 -4.246 -8.085 0.136
H -1.390 -4.426 -8.641 0.136
H -0.334 -5.629 -7.867 0.138
C 4.584 5.972 -2.747 -0.134
C 5.383 4.763 -2.368 -0.135
O 6.315 5.277 -1.426 0.050
C 5.772 6.401 -0.902 -0.551
O 6.222 6.989 0.043 0.144
O 4.653 6.777 -1.578 0.068
H 3.549 5.729 -2.991 0.136
H 5.026 6.523 -3.583 0.135
H 4.774 3.995 -1.880 0.133
H 5.898 4.317 -3.220 0.136
C -2.861 5.849 2.619 -0.122
C -4.170 6.558 2.463 -0.141
O -4.976 5.601 1.789 0.065
C -4.451 4.376 2.055 -0.534
O -4.984 3.338 1.778 0.132
O -3.244 4.480 2.677 0.053
H -2.332 6.144 3.526 0.135
H -2.201 5.994 1.759 0.138
H -4.635 6.797 3.425 0.136
H -4.080 7.471 1.877 0.108
C -5.908 6.690 -2.953 -0.124
C -5.100 5.492 -2.561 -0.134
O -4.163 6.026 -1.635 0.067
C -4.710 7.160 -1.122 -0.530
O -4.256 7.764 -0.190 0.132
O -5.834 7.516 -1.797 0.073
H -6.943 6.437 -3.186 0.131
H -5.474 7.229 -3.801 0.137
H -5.700 4.729 -2.058 0.140
H -4.590 5.037 -3.411 0.123
C -6.149 1.153 -5.660 -0.129
C -5.051 1.757 -4.839 -0.123
O -5.533 3.068 -4.576 0.039
C -6.889 3.026 -4.684 -0.539
O -7.619 3.919 -4.362 0.157
O -7.306 1.840 -5.203 0.071
H -6.247 0.078 -5.500 0.138
H -6.025 1.343 -6.731 0.136
H -4.904 1.236 -3.888 0.138
H -4.100 1.791 -5.374 0.138

Record 6
82
Properties=species:S:1:pos:R:3:lowdin_charge:R:1 method="wB97M-V/def2-TZVPD" gap_ev="5.57 / 5.65" energy_ha=-2956.751523 largest_force_ev_per_a=0.5 e_homo_ev="-6.30 / -6.39" e_above_lowest_kj_mol=19.6
Ti 0.184 -0.180 0.113 1.072
C 3.558 -2.025 4.020 -0.103
C 2.958 -0.789 3.829 -0.086
C 2.512 -0.414 2.571 -0.039
C 2.638 -1.276 1.478 -0.288
C 3.245 -2.521 1.679 -0.044
C 3.701 -2.882 2.935 -0.086
N 2.062 -0.902 0.255 -0.068
C 2.624 -1.299 -0.959 -0.281
C 3.968 -1.579 -1.207 -0.038
C 4.377 -1.875 -2.501 -0.099
C 3.466 -1.882 -3.553 -0.102
C 2.131 -1.584 -3.326 -0.026
C 1.717 -1.288 -2.032 -0.243
N 0.417 -0.944 -1.649 -0.153
N -0.552 -1.271 -2.548 0.067
C -1.713 -1.113 -1.952 -0.388
C -2.939 -1.441 -2.619 -0.021
C -4.114 -1.362 -1.953 -0.091
C -4.121 -0.952 -0.588 -0.098
C -2.934 -0.629 -0.009 -0.154
N -1.738 -0.671 -0.652 -0.014
H 3.913 -2.317 4.999 0.096
H 2.840 -0.106 4.661 0.102
H 2.060 0.560 2.420 0.097
H 3.340 -3.209 0.849 0.114
H 4.163 -3.852 3.072 0.102
H 4.684 -1.562 -0.397 0.110
H 5.420 -2.100 -2.687 0.097
H 3.798 -2.114 -4.557 0.095
H 1.400 -1.580 -4.121 0.101
H -2.869 -1.760 -3.649 0.107
H -5.042 -1.619 -2.448 0.100
H -5.037 -0.892 -0.019 0.095
H -2.903 -0.304 1.023 0.098
C 0.238 -4.324 1.374 -0.049
C -0.020 -4.368 2.742 -0.051
C -0.441 -3.225 3.376 0.004
C -0.572 -2.038 2.640 -0.298
N -0.239 -1.980 1.346 0.052
C 0.122 -3.121 0.722 -0.106
N -1.168 -0.978 3.304 0.187
C -1.247 0.213 2.838 -0.301
N -0.655 0.791 1.726 0.027
C -1.066 2.113 1.656 -0.277
N -0.685 3.067 0.884 0.176
C 0.438 2.993 0.077 -0.317
C 0.886 4.223 -0.421 -0.006
C 2.048 4.282 -1.154 -0.055
C 2.760 3.108 -1.370 -0.050
C 2.251 1.931 -0.874 -0.106
N 1.102 1.852 -0.178 0.058
C -2.062 2.360 2.722 -0.105
C -2.802 3.487 3.033 -0.005
C -3.629 3.408 4.147 -0.071
C -3.691 2.248 4.921 -0.070
C -2.934 1.127 4.604 -0.001
C -2.124 1.214 3.487 -0.107
H 0.537 -5.202 0.819 0.110
H 0.087 -5.291 3.297 0.110
H -0.704 -3.207 4.423 0.114
H 0.334 -3.026 -0.334 0.114
H 0.303 5.103 -0.193 0.113
H 2.399 5.228 -1.543 0.111
H 3.684 3.089 -1.931 0.110
H 2.764 0.996 -1.043 0.099
H -2.730 4.382 2.432 0.113
H -4.235 4.261 4.424 0.103
H -4.343 2.225 5.785 0.103
H -2.974 0.223 5.195 0.115
C -3.222 2.788 -1.483 0.005
C -2.009 2.743 -2.346 -0.389
N -1.076 1.825 -2.312 0.107
C -0.149 2.182 -3.262 -0.145
C -0.517 3.345 -3.864 -0.099
N -1.718 3.688 -3.281 0.091
H -2.993 3.249 -0.520 0.064
H -3.576 1.774 -1.303 0.063
H -4.022 3.357 -1.958 0.078
H 0.718 1.570 -3.452 0.099
H -0.071 3.930 -4.649 0.102
H -2.287 4.483 -3.507 0.148